Here is C20H48BrClIN5O3P5S as an isolated structure in a non-equilibrium geometry from the Open Molecules 2025 dataset. Energies are from wB97M-V/def2-TZVPD.

XYZ file:
```
85
Properties=species:S:1:pos:R:3:mulliken_charge:R:1
N -1.08 2.15 1.18 -0.610
C -1.92 -0.11 -4.19 -1.175
H -2.86 0.94 2.39 -0.038
P -1.46 -0.83 1.39 0.729
H 2.63 -1.15 0.77 0.466
H 1.12 -1.12 1.60 0.074
H -1.12 -1.17 -2.51 0.049
H -2.44 0.63 -3.59 0.409
H 0.07 2.47 6.06 0.510
H -3.43 2.44 0.92 0.153
H -3.17 -1.24 2.66 0.311
H 1.33 -0.19 -3.21 0.335
H 2.26 -3.35 1.35 0.515
C 1.55 -2.99 0.60 -1.183
H 4.45 3.44 2.41 0.350
H 3.57 -8.65 -0.57 0.262
H -0.47 1.95 -2.00 0.042
H 2.12 -8.31 -1.56 0.280
N -2.94 -1.10 -4.53 -0.302
C 1.55 2.14 1.37 -1.883
H -1.56 0.40 -5.08 0.276
H -5.15 -0.64 -2.28 0.179
H -4.88 -2.81 -2.64 0.237
C 1.01 -0.76 -0.56 -1.296
C 0.36 0.30 -3.15 -1.214
I 3.00 0.99 2.72 0.031
H -2.20 5.64 -0.45 0.500
H 3.64 -7.45 -1.86 0.232
H -1.31 0.85 5.56 0.476
P 2.55 3.73 0.85 0.231
C -3.93 -1.31 -3.57 0.600
H 1.17 3.46 5.10 0.295
N -4.42 -0.33 -2.92 -0.695
H 2.53 -4.45 -0.63 0.546
H 1.25 1.78 -1.96 0.109
H -0.59 3.77 5.06 0.341
C 0.13 2.45 2.12 1.179
C 1.59 -1.46 0.68 -0.769
H 0.83 -3.71 -2.68 0.227
C 3.01 -7.87 -1.09 -0.588
H 0.57 -5.06 -1.59 0.362
H 1.84 -0.58 -1.23 1.271
C 0.18 3.01 5.12 -1.237
N -2.95 -1.14 1.68 -0.756
H -3.37 4.75 0.53 0.438
Cl 0.17 4.20 2.42 -0.039
H 2.52 -2.85 -1.33 0.342
C -2.30 4.95 0.40 -1.236
S -3.00 3.55 3.49 -0.200
O 2.66 -6.80 -0.21 -0.422
P 0.12 1.68 3.88 0.579
H 0.32 -1.41 -1.09 -0.691
H -0.61 -0.72 2.49 -0.132
H 4.57 2.41 0.26 0.331
C 3.65 4.15 2.24 -1.112
H 0.36 1.01 -3.99 0.799
P -2.72 2.28 2.10 0.254
C 3.79 2.97 -0.26 -0.915
C 0.38 0.64 -0.44 3.198
C 1.92 -3.57 -0.77 -0.561
H -1.89 5.40 1.29 0.322
Br -2.50 0.60 -0.86 0.229
H 3.09 4.30 3.17 0.261
C -0.75 -0.71 -3.43 -0.010
C 0.32 1.21 -1.90 -1.444
H -0.23 -3.54 -1.29 0.296
H -0.34 -1.54 -4.01 0.492
O 1.41 1.45 0.19 0.417
H -2.21 0.56 4.10 0.330
H 4.24 3.79 -0.82 0.417
H -2.55 -1.99 -4.79 0.320
H 0.03 4.76 -1.19 0.326
C -1.21 0.55 4.52 -1.198
O -0.01 3.97 -0.62 -0.304
N -4.25 -2.68 -3.42 -0.553
C -0.98 0.73 0.36 -0.294
H -4.69 -3.06 -4.26 0.245
H -0.81 -1.72 0.54 -0.156
H -0.82 -0.46 4.50 0.415
H 0.57 -3.38 0.92 0.289
H 3.31 2.29 -0.97 0.055
P -1.50 3.46 -0.30 0.556
H 2.11 -7.15 0.49 0.258
C 0.71 -3.98 -1.63 -1.155
H 4.08 5.12 1.96 0.417
```

Computed properties:
* total energy: -183044.8628 eV
* max |F|: 1.52 eV/Å
* charge: +1
* LUMO: -3.06 eV